1.
The following is a quantum chemistry calculation of a 3-piece molecular cluster, C20H27BrN2O11 overall at a distorted geometry, from OMol25.

Results
E_HOMO (eV): -9.5055
Net charge: 0

Cartesian coordinates (Å):
C  3.232  0.140  2.393
C  3.360  0.663  0.867
O  4.238  1.512  0.603
O  2.475  0.056  -0.056
C  1.778  1.023  -0.889
C  1.337  2.371  -0.152
C  0.353  2.169  1.104
C  -1.185  2.036  0.712
C  -2.159  3.258  0.603
O  -1.603  4.532  0.914
C  -3.640  3.018  0.186
Br  -4.879  4.558  0.048
C  -4.219  1.619  -0.135
C  -3.266  0.417  -0.001
C  -1.792  0.650  0.421
C  -1.177  -0.809  0.460
O  -0.042  -1.236  0.771
N  -2.191  -1.825  0.098
C  -2.413  -2.754  1.273
N  -2.872  -2.009  2.491
C  -3.467  -1.136  -0.241
O  -4.490  -1.720  -0.654
H  3.354  -1.009  2.354
H  4.059  0.540  3.062
H  2.203  0.329  2.840
H  2.357  1.222  -1.863
H  0.801  0.505  -1.224
H  2.199  3.049  0.166
H  0.738  2.980  -0.933
H  0.647  1.229  1.673
H  0.445  3.121  1.745
H  -2.034  4.829  1.751
H  -5.296  1.450  -0.449
H  -1.414  -3.272  1.511
H  -3.202  -3.506  0.931
H  -3.676  -2.513  2.905
H  -2.090  -2.108  3.166
C  7.112  3.389  0.575
O  7.395  4.684  0.044
C  7.265  4.773  -1.289
O  6.941  3.880  -2.032
O  7.558  6.034  -1.652
C  7.461  6.276  -3.054
H  7.249  3.434  1.656
H  6.078  3.105  0.371
H  7.803  2.646  0.171
H  6.440  6.107  -3.404
H  8.166  5.648  -3.603
H  7.718  7.321  -3.230
C  -5.687  -4.428  -1.127
O  -6.134  -5.728  -0.738
C  -5.303  -6.723  -1.085
O  -4.256  -6.601  -1.673
O  -5.839  -7.880  -0.661
C  -5.056  -9.033  -0.964
H  -6.433  -3.705  -0.797
H  -4.738  -4.187  -0.648
H  -5.599  -4.360  -2.214
H  -4.080  -8.975  -0.477
H  -4.942  -9.149  -2.044
H  -5.584  -9.905  -0.577

---

2.
The following is a quantum chemistry calculation of C20H27BrN8OSSe3TeTl as an isolated structure, from OMol25.

Results
ΔE to the lowest compared entry with this formula, charge and spin (kJ/mol): 3.3
E_HOMO (eV): -9.8715
Net charge: +1

Cartesian coordinates (Å):
Tl  -0.163  -0.298  0.910
Br  -6.743  2.460  -2.619
C  -5.035  1.667  -2.490
C  -4.258  1.526  -3.630
C  -2.999  0.953  -3.533
C  -2.519  0.518  -2.299
C  -3.330  0.627  -1.172
C  -4.579  1.219  -1.259
N  -1.233  -0.049  -2.130
C  -0.260  0.441  -2.777
C  1.115  -0.077  -2.623
C  2.085  0.251  -3.559
C  3.365  -0.259  -3.397
C  3.628  -1.048  -2.292
C  2.599  -1.300  -1.390
N  1.364  -0.839  -1.553
H  -4.637  1.855  -4.588
H  -2.401  0.820  -4.425
H  -2.963  0.275  -0.216
H  -5.192  1.327  -0.375
H  -0.386  1.284  -3.465
H  1.836  0.886  -4.400
H  4.141  -0.036  -4.117
H  4.612  -1.462  -2.118
H  2.770  -1.888  -0.494
N  -0.916  -2.755  -0.520
N  -0.074  -3.859  -0.521
C  0.902  -4.028  0.396
N  1.618  -5.161  0.239
S  1.277  -2.957  1.629
H  -1.882  -3.050  -0.461
H  -0.761  -2.164  -1.333
H  -0.142  -4.518  -1.283
H  1.296  -5.917  -0.343
H  2.295  -5.372  0.951
Se  -2.966  1.510  2.344
Se  -4.418  1.218  3.966
Te  -3.697  -0.893  5.088
Se  -1.763  -1.418  3.879
N  -1.593  3.327  -0.873
C  -1.228  4.623  -0.933
C  -0.284  4.811  0.048
C  -0.159  3.550  0.659
N  -0.957  2.654  0.098
H  -2.323  2.863  -1.392
H  -1.663  5.300  -1.648
H  0.229  5.724  0.293
H  0.475  3.255  1.481
C  5.461  2.435  0.771
N  4.100  1.966  0.538
C  3.370  2.442  -0.632
C  3.453  1.120  1.361
C  4.128  0.624  2.614
O  2.309  0.738  1.094
H  5.825  2.901  -0.141
H  6.131  1.610  1.006
H  5.509  3.173  1.573
H  3.944  3.232  -1.108
H  2.394  2.831  -0.345
H  3.211  1.633  -1.347
H  5.067  1.111  2.855
H  4.292  -0.449  2.510
H  3.431  0.763  3.438

---

3.
The following is a quantum chemistry calculation of C20H27ClIN3O4OsSi as an isolated structure, from OMol25.

Results
ΔE to the lowest compared entry with this formula, charge and spin (kJ/mol): 0.0
E_HOMO (eV): -13.4986
Net charge: +2

Cartesian coordinates (Å):
Os  0.233  -0.277  -0.646
C  -2.604  -2.546  -1.358
C  -1.619  -2.186  -2.414
C  -1.682  -2.645  -3.736
C  -0.735  -2.265  -4.662
C  0.327  -1.415  -4.316
C  0.334  -1.000  -3.019
N  -0.609  -1.375  -2.121
N  1.180  -0.184  -2.218
Si  2.817  0.603  -2.618
C  2.420  1.796  -3.980
C  3.926  -0.801  -3.097
C  3.224  1.403  -0.995
H  -3.073  -3.502  -1.579
H  -3.390  -1.789  -1.313
H  -2.128  -2.589  -0.379
H  -2.484  -3.316  -4.010
H  -0.801  -2.637  -5.676
H  1.084  -1.120  -5.027
H  2.052  1.307  -4.883
H  3.339  2.322  -4.253
H  1.693  2.548  -3.671
H  3.638  -1.256  -4.045
H  3.956  -1.578  -2.332
H  4.944  -0.422  -3.216
H  2.444  2.104  -0.682
H  4.143  1.987  -1.082
H  3.386  0.663  -0.208
N  -3.106  2.294  -0.816
C  -2.253  1.556  -0.144
O  -1.301  1.008  -0.782
C  -2.389  1.414  1.330
I  -3.859  -0.078  1.742
H  -3.025  2.410  -1.815
H  -3.859  2.764  -0.336
H  -2.720  2.339  1.794
H  -1.456  1.083  1.772
C  -1.844  -0.532  5.293
C  -0.981  0.438  4.548
C  -1.237  1.803  4.552
C  -0.425  2.689  3.855
Cl  -0.834  4.369  3.819
C  0.692  2.241  3.174
C  0.971  0.877  3.159
C  0.126  -0.010  3.819
O  0.304  -1.372  3.811
C  1.154  -1.897  2.840
C  0.699  -1.480  1.459
O  1.526  -1.363  0.479
O  -0.480  -1.123  1.190
H  -2.680  -0.019  5.762
H  -1.272  -1.040  6.070
H  -2.231  -1.303  4.626
H  -2.089  2.183  5.102
H  1.349  2.947  2.685
H  1.878  0.537  2.674
H  1.128  -2.984  2.921
H  2.197  -1.585  2.954

---

4.
The following is a quantum chemistry calculation of an isolated molecule of C20H27ClN4O2, from OMol25.

Results
ΔE to the lowest compared entry with this formula, charge and spin (kJ/mol): 33.0
E_HOMO (eV): -7.9311
Net charge: 0

Cartesian coordinates (Å):
C  -3.878  -0.401  -3.810
C  -3.390  0.158  -5.152
N  -2.326  -0.550  -5.832
C  -2.681  -1.886  -6.270
C  -1.783  -2.372  -7.404
C  -0.991  -0.385  -5.301
C  -0.557  -1.306  -4.146
C  0.912  -1.096  -3.780
N  1.135  0.168  -3.113
C  1.449  0.254  -1.808
O  1.701  -0.706  -1.107
C  1.472  1.678  -1.255
C  0.096  2.009  -0.658
N  -0.296  0.971  0.273
N  0.248  1.050  1.466
C  0.051  0.107  2.345
C  0.680  0.283  3.656
C  0.171  -0.328  4.800
C  0.779  -0.146  6.028
C  1.908  0.653  6.120
Cl  2.672  0.877  7.652
C  2.427  1.277  4.995
C  1.812  1.091  3.774
C  -0.721  -1.045  2.008
C  -1.278  -1.124  0.779
C  -1.091  -0.069  -0.188
O  -1.566  -0.034  -1.313
H  -4.143  -1.451  -3.906
H  -3.125  -0.296  -3.036
H  -4.765  0.146  -3.497
H  -4.237  0.187  -5.847
H  -3.054  1.189  -5.006
H  -2.666  -2.627  -5.454
H  -3.709  -1.830  -6.641
H  -1.719  -1.611  -8.177
H  -2.201  -3.278  -7.838
H  -0.781  -2.596  -7.049
H  -0.913  0.658  -4.981
H  -0.290  -0.526  -6.133
H  -1.163  -1.122  -3.261
H  -0.684  -2.347  -4.445
H  1.241  -1.868  -3.080
H  1.540  -1.138  -4.678
H  0.837  0.996  -3.604
H  1.725  2.403  -2.027
H  2.217  1.715  -0.459
H  -0.667  2.042  -1.439
H  0.134  2.957  -0.119
H  -0.720  -0.935  4.745
H  0.380  -0.618  6.912
H  3.305  1.897  5.080
H  2.203  1.565  2.888
H  -0.825  -1.851  2.718
H  -1.852  -1.979  0.457

---

| no. | E_tot (Ha) | gap between HOMO and LUMO (eV) |
| --- | --- | --- |
| 1 | -4289.3162 | 8.35 |
| 2 | -11908.4377 | 5.18 |
| 3 | -2381.1165 | 5.37 |
| 4 | -1608.0173 | 7.93 |